[1]
A 12-piece molecular cluster, H23O12 overall at a distorted geometry. Source: the Open Molecules 2025 dataset; level of theory: the ωB97M-V functional and the def2-TZVPD basis.

Computed properties:
Orbital gap (eV): 8.877
LUMO (eV): 2.5
Total charge: -1
Maximum force (Eh/bohr): 0.06434
Relative energy (zero: lowest compared OMol25 entry of this formula, charge and spin) (kcal per mole): 78.77

CARTESIAN COORDINATES (ANGSTROEM)
O -0.0704 0.6339 -2.5525
H 0.9725 -1.4963 -1.2754
H -2.8666 -0.6741 3.1633
O -0.0951 2.4022 0.6446
H -0.6203 3.1813 0.8193
H -0.0420 2.1616 -0.2944
O -4.1138 1.2727 -1.3425
H -3.9122 0.4470 -0.9205
O -3.3758 -1.4833 3.1946
H 3.5635 0.0495 0.6181
H -2.5986 -2.0901 3.1516
O 0.8049 -2.4588 -1.3143
H 1.1140 -0.1173 0.9852
H -1.7726 -0.8747 -1.3686
O -0.8532 -2.3404 1.7876
H -0.1810 -0.1376 4.3809
H -3.3465 1.3582 -1.9518
O 4.4459 -0.0033 1.0863
H 4.3741 0.3529 2.0587
H -1.0895 -1.5190 1.3364
O 2.4486 2.9381 -3.1010
H 1.5904 2.7745 -2.6794
H 2.7613 2.0354 -2.7467
O 0.2298 -0.0974 1.2589
H -0.0611 0.7363 0.9035
H -1.3676 0.0698 -2.4303
O -0.4857 -0.8707 3.8327
H -0.0266 1.1911 -3.2820
H 2.8004 -0.3527 -2.0222
O 2.1339 -0.1377 -1.3595
H 0.1539 -0.7034 3.0250
H -1.0250 -3.1095 1.1810
O -2.3002 -0.4396 -2.0229
H 1.2949 0.2488 -1.8195
H 1.5160 -2.9474 -0.9438

=====

[2]
H24HeO12 as an isolated structure at a distorted geometry. Source: the Open Molecules 2025 dataset; level of theory: the ωB97M-V functional and the def2-TZVPD basis.

Computed properties:
Orbital gap (eV): 10.814
LUMO (eV): 0.1
Total charge: 0
Maximum force (Eh/bohr): 0.03174
Relative energy (zero: lowest compared OMol25 entry of this formula, charge and spin) (kcal per mole): 7.52

CARTESIAN COORDINATES (ANGSTROEM)
He -0.0612 0.3394 -0.3176
O -3.2944 0.7841 1.2646
H -3.8329 1.4517 0.8397
H -2.6358 1.2804 1.7505
O -0.0178 -2.2841 1.3033
H 0.1566 -3.2220 1.2250
H -0.8978 -2.1728 0.9436
O -0.4702 3.2850 0.5499
H -0.5693 3.6406 1.4331
H -1.1587 3.7125 0.0405
O 2.1645 1.9526 0.2083
H 2.7542 2.2994 0.8777
H 1.4419 2.5796 0.1769
O 0.1276 1.4952 -3.2023
H 0.9080 1.4428 -2.6506
H 0.4004 1.1213 -4.0401
O -2.5144 -1.5938 0.5107
H -2.1280 -1.2086 -0.2758
H -2.7946 -0.8422 1.0332
O 2.6534 -2.4203 0.2448
H 2.5731 -2.8273 -0.6178
H 1.7521 -2.2313 0.5058
O -1.6539 -0.3879 -2.0125
H -0.9871 -1.0592 -2.1574
H -1.3033 0.3944 -2.4383
O -1.4463 1.2145 3.1743
H -1.5404 0.2724 3.3154
H -0.5720 1.3147 2.7979
O 0.0045 -2.6011 -2.3007
H 0.8652 -2.9320 -2.5575
H -0.4720 -3.3766 -2.0041
O 3.1036 -0.2291 -1.5460
H 2.8352 0.5444 -1.0501
H 3.1140 -0.9361 -0.9009
O 1.1306 0.5333 2.3242
H 1.4983 0.9884 1.5666
H 0.8671 -0.3223 1.9856

=====

[3]
A 11-piece molecular cluster, H24NO10 overall at a distorted geometry. Source: the Open Molecules 2025 dataset; level of theory: the ωB97M-V functional and the def2-TZVPD basis.

Computed properties:
Orbital gap (eV): 9.512
LUMO (eV): -3.7
Total charge: +1
Maximum force (Eh/bohr): 0.20141
Relative energy (zero: lowest compared OMol25 entry of this formula, charge and spin) (kcal per mole): 92.71

CARTESIAN COORDINATES (ANGSTROEM)
N -35.2762 -9.5712 32.5207
H -35.5723 -10.0857 31.6569
H -35.0023 -8.5385 32.3656
H -34.4038 -10.1527 32.6802
H -35.9881 -9.5679 33.2391
O -36.4744 -9.7986 28.8434
H -37.4584 -9.6880 28.5219
H -36.4060 -10.6906 29.3070
O -35.4586 -7.5280 30.0624
H -36.1453 -7.5568 30.7578
H -35.6766 -8.2823 29.5693
O -33.2537 -10.0984 30.1569
H -33.1107 -11.0298 30.2970
H -32.5580 -9.4767 30.3121
O -36.9640 -11.9165 30.8098
H -37.7260 -11.8205 31.4690
H -36.9284 -12.6959 30.4925
O -35.7482 -5.9180 32.6772
H -35.1421 -5.3892 32.9893
H -35.8768 -6.5552 33.5480
O -34.5855 -12.3746 33.5825
H -34.8480 -12.8558 32.7449
H -35.2199 -12.6283 34.1312
O -38.4343 -11.9781 32.9835
H -38.2828 -11.2194 33.5326
H -39.2041 -12.4047 33.5227
O -32.8543 -9.4101 33.8464
H -32.9400 -9.3834 34.7339
H -31.9166 -9.5101 33.8283
O -35.9671 -7.6567 34.8854
H -35.7092 -8.0067 35.8145
H -36.7395 -8.1809 34.7745
O -37.8187 -9.6329 34.6030
H -38.1031 -9.9717 35.5830
H -38.4774 -9.0375 34.4998

=====

[4]
H24NiO24S3Zn2 as an isolated structure at a distorted geometry. Source: the Open Molecules 2025 dataset; level of theory: the ωB97M-V functional and the def2-TZVPD basis.

Computed properties:
Orbital gap (alpha / beta) (eV): 4.996 / 3.964
Expectation value of S²: 2.0223
LUMO (alpha / beta) (eV): -2.7 / -2.7
Spin multiplicity: 3
Total charge: 0
Maximum force (Eh/bohr): 0.10921

CARTESIAN COORDINATES (ANGSTROEM)
Zn -0.8645 -2.5285 0.4782
Zn -0.7785 0.5421 -3.2266
Ni -2.5102 1.7682 0.6926
S -2.9265 -1.0054 -1.1933
O -2.9574 0.1141 -0.3269
O -4.2518 -1.1876 -1.7860
O -1.9069 -0.6598 -2.1816
O -2.4305 -2.2157 -0.5580
S -2.6079 -2.6712 3.3333
O -2.3791 -1.7329 4.4385
O -3.9609 -2.6128 2.9662
O -1.7542 -2.2677 2.2543
O -2.3775 -4.0529 3.7915
S 0.4174 0.5003 -0.1519
O -0.5922 1.5145 0.2312
O 0.0063 -0.7452 0.4330
O 0.4888 0.3779 -1.6321
O 1.7289 0.7784 0.4366
O 0.4182 1.9046 -4.1163
H 1.1621 2.5068 -4.1226
H -0.0730 2.1216 -4.9087
O -2.1307 0.4609 2.3551
H -1.6920 -0.3881 2.2998
H -2.2272 0.6204 3.2940
O 3.3770 -0.5182 -1.9453
H 2.9814 -1.1201 -1.3148
H 2.9592 0.3245 -1.7673
O 1.2436 2.6666 2.1732
H 1.4794 1.8599 1.7149
H 0.3614 2.8700 1.8625
O 0.0919 3.5413 -1.4085
H -0.5302 3.3612 -2.1133
H -0.0936 2.8736 -0.7482
O 3.9601 0.8781 1.8055
H 3.1326 0.9883 1.3372
H 4.0078 -0.0597 1.9911
O 1.6816 -0.6064 2.5796
H 2.4816 -1.1176 2.4578
H 1.4308 -0.3387 1.6955
O 0.7709 -3.3095 1.2872
H 1.5477 -3.7481 0.9403
H 0.6475 -3.6915 2.1562
O 0.2722 -1.0855 -4.1627
H 0.2490 -2.0184 -3.9493
H 0.5041 -1.0574 -5.0910
O -1.8977 3.4305 1.7244
H -1.5586 4.3055 1.5352
H -2.0532 3.4324 2.6689
O 0.0209 -3.0745 -1.2859
H 0.4566 -3.8987 -1.5029
H -0.7479 -3.0522 -1.8556
O 2.8380 2.3990 -1.3252
H 2.5380 1.7382 -0.7010
H 2.0473 2.8855 -1.5582

=====

[5]
A 12-piece molecular cluster, H24O12 overall at a distorted geometry. Source: the Open Molecules 2025 dataset; level of theory: the ωB97M-V functional and the def2-TZVPD basis.

Computed properties:
Orbital gap (eV): 9.744
LUMO (eV): -0.5
Structure (SMILES): O.O.O.O.O.O.O.O.O.O.O.O
Total charge: 0
Maximum force (Eh/bohr): 0.09587
Relative energy (zero: lowest compared OMol25 entry of this formula, charge and spin) (kcal per mole): 115.16

CARTESIAN COORDINATES (ANGSTROEM)
H 1.4137 -0.1251 0.4357
H 0.1774 0.5321 -0.3424
H -0.4850 3.8934 2.2602
H 0.7505 4.0831 1.5167
H 3.1038 0.0264 3.9343
H 2.5054 0.7272 5.1085
H -0.2466 -0.2483 -2.2847
H -0.7542 1.1387 -2.1346
H 0.6581 -4.4269 -0.3189
H 1.8482 -4.7515 0.4294
H 2.3871 1.9194 -1.0023
H 2.3664 3.5250 -1.1060
H -1.2288 2.1091 0.2310
H -0.8040 1.0282 1.3014
H -2.3485 -1.0174 -4.7870
H -1.8302 -1.1802 -3.2428
H -0.9063 -1.2178 1.6348
H -1.9022 -1.4159 2.5404
H 4.0132 0.5794 0.8943
H 4.0147 0.5350 2.4865
H -3.6180 0.9335 -1.7561
H -2.7739 -0.3280 -1.7536
H -3.0764 -1.9547 -1.9492
H -2.5187 -3.4181 -1.8482
O 0.4121 -0.2218 0.1685
O -0.1693 3.7537 1.4241
O 3.3378 0.4067 4.8024
O -0.9609 0.2966 -1.8549
O 1.5657 -4.5855 -0.4725
O 1.8152 2.6891 -0.9850
O -1.5968 1.4932 0.9295
O -1.7675 -1.5467 -4.1274
O -1.3155 -0.7169 2.3605
O 4.4239 0.1565 1.6305
O -3.1925 0.2460 -2.4099
O -3.2981 -2.9174 -1.7134

=====

[6]
A 12-piece molecular cluster, H24O12 overall at a distorted geometry. Source: the Open Molecules 2025 dataset; level of theory: the ωB97M-V functional and the def2-TZVPD basis.

Computed properties:
Orbital gap (eV): 9.694
LUMO (eV): -0.3
Structure (SMILES): O.O.O.O.O.O.O.O.O.O.O.O
Total charge: 0
Maximum force (Eh/bohr): 0.07720
Relative energy (zero: lowest compared OMol25 entry of this formula, charge and spin) (kcal per mole): 101.95

CARTESIAN COORDINATES (ANGSTROEM)
H 1.1596 0.9112 -0.5854
H 0.9100 -0.4584 0.0244
H -0.6613 3.5686 1.2730
H -1.8239 4.4813 0.9189
H -1.5844 -2.8344 -1.4842
H -2.5913 -3.3263 -2.5108
H -3.5369 1.2719 0.2904
H -2.7694 1.9341 1.4229
H 0.5290 -3.5181 1.4117
H 0.8833 -2.8301 0.1036
H -2.5856 -1.2324 0.3441
H -2.6751 -0.6084 1.7271
H -1.3237 2.3508 -2.9395
H -2.5355 2.7048 -3.7858
H 2.1084 1.8970 -3.4346
H 0.9631 2.4280 -4.2809
H 3.0236 -3.9563 2.8849
H 3.8952 -3.0247 2.0587
H 2.9995 2.9834 -1.1951
H 4.4787 2.8934 -0.8573
H 2.2476 1.2626 2.5558
H 0.8313 1.4313 2.0308
H -0.9700 -4.1944 1.9370
H -1.3361 -3.0023 2.8057
O 0.8202 0.4833 0.2088
O -1.3342 3.7154 0.5987
O -1.7340 -2.8927 -2.4346
O -2.6499 1.5469 0.5484
O 0.1930 -3.3561 0.5229
O -2.7296 -1.4556 1.2706
O -1.9806 1.9604 -3.5269
O 1.9225 2.4593 -4.1950
O 3.6571 -3.2347 2.9688
O 3.8598 2.8031 -1.5907
O 1.5546 0.7958 2.0754
O -1.2152 -3.9579 2.8386